No. 1
{"formula": "CH6N2O2", "method": "ωB97M-V/def2-TZVPD", "elements": ["N", "C", "O", "O", "H", "H", "H", "N", "H", "H", "H"], "coordinates": [[-2.25798, -0.54887, 0.06780], [-0.91506, -0.38649, -0.05253], [-0.28560, -0.95265, -0.94172], [-0.40789, 0.49902, 0.77635], [-2.68014, -1.29795, -0.44810], [-2.77183, -0.19244, 0.85205], [0.62811, 0.58725, 0.52012], [1.99189, 0.59893, -0.06533], [2.75293, 0.34434, 0.54849], [2.16468, 1.48585, -0.51718], [1.78090, -0.13700, -0.73994]], "forces_ev_per_angstrom": [[-0.51, -0.22, 0.19], [-0.09, 0.22, -0.77], [0.14, -0.13, 0.24], [0.54, -0.01, 0.18], [0.10, -0.02, -0.09], [0.22, 0.12, 0.10], [-0.89, 0.02, 0.35], [0.04, -0.05, 0.05], [0.09, 0.01, -0.16], [0.19, -0.11, -0.11], [0.15, 0.17, 0.03]], "charge": 0, "gap_ev": 10.718, "mol_weight_g_mol": 78.07, "smiles": "NC(=O)O.N", "total_energy_ev": -8210.8574}

---

No. 2
{"formula": "CH6N2OS", "method": "ωB97M-V/def2-TZVPD", "elements": ["C", "N", "N", "O", "S", "H", "H", "H", "H", "H", "H"], "coordinates": [[0.41335, -0.49537, 0.91108], [1.30255, -0.50883, -0.25131], [-1.32728, 0.81679, -0.53235], [-1.69687, -1.65206, -0.36760], [-1.51215, -0.50408, 0.49437], [0.50385, 0.49438, 1.33280], [0.49918, -1.45843, 1.45127], [1.18982, -1.27153, -0.77998], [1.04390, 0.26248, -0.77937], [-1.84349, 1.69632, -0.49757], [-1.31980, 0.42022, -1.48307]], "forces_ev_per_angstrom": [[-0.78, -1.16, -1.66], [-0.29, 1.97, 4.21], [0.07, 0.37, -1.54], [-0.38, -1.40, -1.09], [1.77, 1.64, 1.39], [0.19, -0.24, 1.09], [0.32, 1.06, 0.41], [-0.50, -3.80, -2.34], [-0.21, 1.89, -1.39], [-0.21, -0.78, 0.42], [0.02, 0.46, 0.48]], "charge": 0, "gap_ev": 9.206, "mol_weight_g_mol": 94.14, "total_energy_ev": -16995.7679}

---

No. 3
{"formula": "CH6N2OS2", "method": "ωB97M-V/def2-TZVPD", "elements": ["N", "C", "N", "O", "H", "H", "H", "H", "S", "S", "H", "H"], "coordinates": [[1.13844, 1.67392, 0.65964], [1.52442, 0.64438, 1.48620], [1.74018, -0.55804, 0.83132], [1.73769, 0.81788, 2.66716], [0.72318, 1.45923, -0.23155], [0.75119, 2.46827, 1.14610], [2.00588, -1.28120, 1.48466], [1.03242, -0.86022, 0.17618], [-2.10291, -0.10544, -0.71268], [-0.64731, -0.97091, -1.88852], [-3.01981, 0.15214, -1.65920], [-1.04762, -2.24548, -1.76413]], "forces_ev_per_angstrom": [[-0.29, 0.09, 0.03], [-0.04, 0.22, -0.15], [0.01, -0.28, 0.31], [0.18, -0.10, 0.10], [0.06, 0.01, -0.02], [0.05, -0.10, -0.07], [-0.08, 0.03, -0.03], [0.13, 0.13, -0.15], [0.04, 0.03, 0.07], [-0.17, 0.05, -0.01], [0.06, -0.03, -0.07], [0.04, -0.04, -0.01]], "charge": 0, "gap_ev": 9.699, "mol_weight_g_mol": 126.21, "smiles": "NC(N)=O.SS", "total_energy_ev": -27833.3918}

---

Asked for energy relative to the best compared isomer or geometry (same formula, charge and spin) across the records above, the calculation gives 0.4 40.2 0.0 kcal/mol in order.